(1)
This record from the Open Molecules 2025 dataset describes an isolated molecule of C3H7NO. The level of theory is wB97M-V/def2-TZVPD.

Properties
HOMO	-0.3372	Ha
energy above the lowest of the compared OMol25 structures with the same formula, charge and spin	50.76	kcal per mole
max |F|	0.051	hartree/bohr
gap between HOMO and LUMO	10.17	eV
SMILES	OC1CNC1

Structure (ORCA input):
```
! RIJCOSX wB97M-V def2-TZVPD def2/J DEFGRID3
* xyz 0 1
C -0.551 -0.030 0.548
C 0.489 1.050 0.182
C 0.496 -1.016 0.166
H -1.376 0.082 -1.223
H -1.020 -0.049 1.583
H 0.112 1.878 -0.445
H 1.101 1.434 1.041
H 2.260 -0.098 -0.390
H 0.086 -1.815 -0.471
H 1.010 -1.442 0.984
N 1.274 -0.004 -0.550
O -1.712 0.002 -0.325
*
```

For each atom in turn, the Mulliken charge in e is: atom 1 (C): 0.144, atom 2 (C): -0.487, atom 3 (C): -0.574, atom 4 (H): 0.336, atom 5 (H): 0.301, atom 6 (H): 0.261, atom 7 (H): 0.257, atom 8 (H): 0.243, atom 9 (H): 0.259, atom 10 (H): 0.312, atom 11 (N): -0.492, atom 12 (O): -0.560

***

(2)
This record from the Open Molecules 2025 dataset describes a structure of composition C42H27F5N3NiOSb. The level of theory is wB97M-V/def2-TZVPD.

Properties
HOMO (alpha / beta)	-0.2587 / -0.2589	Ha
energy above the lowest of the compared OMol25 structures with the same formula, charge and spin	9.76	kcal per mole
max |F|	0.034	hartree/bohr
gap between HOMO and LUMO (alpha / beta)	6.83 / 6.83	eV

Structure (ORCA input):
```
! RIJCOSX wB97M-V def2-TZVPD def2/J DEFGRID3
* xyz 0 1
Ni 0.021 0.292 -0.094
C -0.728 0.151 4.054
C -0.867 0.402 2.675
N 0.087 0.116 1.822
C 1.243 -0.470 2.256
C 1.453 -0.774 3.602
C 0.423 -0.424 4.507
C 2.640 -1.459 3.973
C 3.502 -1.850 2.991
C 3.282 -1.551 1.623
C 2.186 -0.807 1.236
N 1.781 -0.377 0.001
C 2.516 -0.320 -1.150
C 3.857 -0.544 -1.387
C 4.379 -0.427 -2.700
C 3.608 -0.081 -3.771
C 2.240 0.230 -3.552
C 1.350 0.688 -4.553
C 0.070 1.034 -4.230
C -0.353 0.928 -2.891
N 0.447 0.483 -1.952
C 1.729 0.123 -2.257
H -1.535 0.414 4.723
H -1.767 0.841 2.265
H 0.560 -0.634 5.562
H 2.826 -1.680 5.016
H 4.388 -2.413 3.256
H 3.968 -1.941 0.889
H 4.529 -0.780 -0.580
H 5.433 -0.626 -2.845
H 4.018 -0.020 -4.769
H 1.704 0.771 -5.573
H -0.628 1.392 -4.973
H -1.342 1.224 -2.571
C -2.759 -6.382 0.871
C -3.197 -5.896 -0.352
C -2.912 -4.590 -0.733
C -2.178 -3.761 0.113
C -1.722 -4.263 1.332
C -2.017 -5.566 1.713
Sb -1.796 -1.725 -0.342
C -3.517 -0.859 0.563
C -4.197 0.225 0.009
C -5.180 0.888 0.732
C -5.496 0.476 2.020
C -4.834 -0.607 2.578
C -3.847 -1.266 1.855
C -2.354 -1.769 -2.385
C -1.355 -2.169 -3.273
C -1.608 -2.262 -4.634
C -2.868 -1.946 -5.125
C -3.870 -1.551 -4.251
C -3.619 -1.470 -2.886
H -2.991 -7.397 1.167
H -3.767 -6.535 -1.015
H -3.267 -4.227 -1.690
H -1.118 -3.646 1.990
H -1.663 -5.943 2.665
H -3.942 0.588 -0.977
H -5.689 1.736 0.290
H -6.253 1.003 2.588
H -5.083 -0.941 3.578
H -3.339 -2.110 2.312
H -0.359 -2.403 -2.907
H -0.822 -2.571 -5.312
H -3.068 -2.015 -6.186
H -4.856 -1.314 -4.632
H -4.421 -1.181 -2.219
F -3.861 6.329 0.775
C -3.243 5.169 0.515
C -3.543 4.446 -0.625
F -4.467 4.905 -1.477
C -2.898 3.253 -0.885
F -3.238 2.583 -2.007
C -1.924 2.712 -0.034
O -1.356 1.576 -0.315
C -1.646 3.476 1.106
F -0.709 3.055 1.975
C -2.284 4.673 1.378
F -1.969 5.357 2.482
*
```

For each atom in turn, the Mulliken charge in e is: atom 1 (Ni): -1.299, atom 2 (C): -1.623, atom 3 (C): 0.487, atom 4 (N): 0.959, atom 5 (C): 0.255, atom 6 (C): 1.293, atom 7 (C): -0.763, atom 8 (C): -1.001, atom 9 (C): -0.933, atom 10 (C): -0.972, atom 11 (C): 0.329, atom 12 (N): 0.553, atom 13 (C): 0.292, atom 14 (C): -1.083, atom 15 (C): -0.937, atom 16 (C): -1.000, atom 17 (C): 1.137, atom 18 (C): -0.764, atom 19 (C): -1.096, atom 20 (C): 0.387, atom 21 (N): 1.099, atom 22 (C): 0.122, atom 23 (H): 0.508, atom 24 (H): 0.593, atom 25 (H): 0.423, atom 26 (H): 0.416, atom 27 (H): 0.385, atom 28 (H): 0.479, atom 29 (H): 0.471, atom 30 (H): 0.381, atom 31 (H): 0.435, atom 32 (H): 0.429, atom 33 (H): 0.535, atom 34 (H): 0.356, atom 35 (C): -0.493, atom 36 (C): -0.656, atom 37 (C): -0.432, atom 38 (C): 0.535, atom 39 (C): -0.622, atom 40 (C): -0.666, atom 41 (Sb): 0.892, atom 42 (C): 0.463, atom 43 (C): -0.080, atom 44 (C): -0.748, atom 45 (C): -0.693, atom 46 (C): -0.699, atom 47 (C): -0.633, atom 48 (C): 0.588, atom 49 (C): -0.566, atom 50 (C): -0.601, atom 51 (C): -0.582, atom 52 (C): -0.793, atom 53 (C): -0.449, atom 54 (H): 0.373, atom 55 (H): 0.388, atom 56 (H): 0.375, atom 57 (H): 0.480, atom 58 (H): 0.400, atom 59 (H): 0.254, atom 60 (H): 0.476, atom 61 (H): 0.392, atom 62 (H): 0.451, atom 63 (H): 0.404, atom 64 (H): 0.438, atom 65 (H): 0.427, atom 66 (H): 0.397, atom 67 (H): 0.423, atom 68 (H): 0.500, atom 69 (F): -0.328, atom 70 (C): 0.645, atom 71 (C): 0.213, atom 72 (F): -0.327, atom 73 (C): 0.029, atom 74 (F): -0.431, atom 75 (C): 0.076, atom 76 (O): 0.081, atom 77 (C): -0.196, atom 78 (F): -0.349, atom 79 (C): 0.100, atom 80 (F): -0.311